Entry 1:
{
  "formula": "C2H4N4",
  "method": "ωB97M-V/def2-TZVPD",
  "energy_ev": -8097.59918,
  "lumo_energy_ev": 1.01,
  "relative_energy_kj_mol": 165.46,
  "symbols": ["C", "N", "N", "C", "N", "N", "H", "H", "H", "H"],
  "xyz": [[1.19, -0.98, -0.47], [0.09, -0.15, -0.01], [-0.96, -0.35, 0.77], [-1.51, 0.85, 0.74], [-0.84, 1.73, -0.02], [0.17, 1.08, -0.48], [1.81, -1.35, 0.35], [1.63, -0.15, -1.06], [0.84, -1.83, -1.06], [-2.42, 1.14, 1.25]]
}



Entry 2:
{
  "formula": "C27H39IrN4O3PS3Si",
  "method": "ωB97M-V/def2-TZVPD",
  "total_charge": 1,
  "energy_ev": -93245.41385,
  "lumo_energy_ev": [-4.61, -4.61],
  "relative_energy_kj_mol": 174.22,
  "symbols": ["Ir", "C", "Si", "C", "C", "C", "C", "C", "C", "N", "C", "S", "H", "H", "H", "H", "H", "H", "H", "H", "H", "H", "H", "H", "C", "C", "C", "O", "P", "S", "S", "O", "C", "C", "C", "H", "H", "H", "H", "H", "H", "H", "H", "H", "H", "H", "H", "H", "H", "C", "C", "C", "C", "C", "N", "C", "O", "N", "C", "C", "C", "C", "N", "C", "C", "C", "H", "H", "H", "H", "H", "H", "H", "H", "H", "H", "H", "H", "H"],
  "xyz": [[-1.21, 0.94, -0.22], [3.69, 3.88, -4.56], [3.08, 2.46, -3.45], [3.10, 0.82, -4.42], [4.11, 2.36, -1.85], [1.24, 2.83, -3.05], [0.60, 3.96, -3.55], [-0.74, 4.20, -3.29], [-1.45, 3.27, -2.55], [-0.85, 2.19, -2.06], [0.45, 1.98, -2.27], [1.02, 0.58, -1.40], [4.72, 3.71, -4.86], [3.67, 4.84, -4.05], [3.11, 3.97, -5.47], [4.11, 0.53, -4.69], [2.52, 0.89, -5.34], [2.68, 0.00, -3.83], [5.15, 2.20, -2.09], [3.78, 1.54, -1.22], [4.04, 3.28, -1.27], [1.15, 4.66, -4.15], [-1.23, 5.08, -3.67], [-2.50, 3.39, -2.33], [0.42, -0.53, 2.59], [0.71, 0.82, 3.22], [1.70, 1.62, 2.39], [-0.49, 1.56, 3.48], [-1.65, 1.97, 2.47], [-2.69, 0.39, 1.75], [-0.95, 3.14, 0.95], [-2.68, 2.72, 3.38], [-2.59, 3.92, 4.17], [-1.82, 3.67, 5.46], [-2.00, 5.07, 3.37], [1.31, -1.15, 2.64], [0.13, -0.41, 1.54], [-0.39, -1.03, 3.12], [1.12, 0.68, 4.23], [1.36, 1.71, 1.35], [2.66, 1.11, 2.39], [1.84, 2.62, 2.80], [-3.64, 4.13, 4.40], [-0.77, 3.47, 5.24], [-2.24, 2.82, 5.99], [-1.89, 4.55, 6.09], [-0.93, 4.93, 3.22], [-2.15, 6.00, 3.91], [-2.50, 5.14, 2.41], [3.24, -6.27, 2.53], [2.04, -5.85, 1.75], [0.83, -6.53, 1.83], [-0.28, -6.13, 1.11], [-0.20, -5.01, 0.29], [-1.27, -4.51, -0.45], [-2.55, -4.99, -0.50], [-2.94, -6.02, -0.04], [-3.42, -4.18, -1.24], [-3.33, -2.87, -1.66], [-4.04, -2.47, -2.80], [-3.93, -1.17, -3.23], [-3.12, -0.29, -2.52], [-2.48, -0.64, -1.42], [-2.59, -1.89, -0.98], [1.01, -4.31, 0.20], [2.11, -4.72, 0.92], [3.05, -7.16, 3.11], [3.55, -5.47, 3.20], [4.07, -6.46, 1.85], [0.75, -7.40, 2.47], [-1.21, -6.68, 1.17], [-1.04, -3.73, -1.05], [-4.26, -4.69, -1.51], [-4.65, -3.19, -3.33], [-4.45, -0.83, -4.11], [-3.01, 0.73, -2.85], [-2.12, -2.11, -0.03], [1.08, -3.44, -0.45], [3.04, -4.18, 0.85]]
}



Entry 3:
{
  "formula": "C40H34N6O2PS3Zr",
  "method": "ωB97M-V/def2-TZVPD",
  "total_charge": 1,
  "energy_ev": -98144.96900,
  "lumo_energy_ev": -3.28,
  "relative_energy_kj_mol": 71.14,
  "symbols": ["Zr", "C", "S", "C", "S", "N", "N", "C", "C", "C", "C", "C", "C", "N", "H", "H", "H", "H", "H", "H", "H", "H", "S", "C", "C", "C", "C", "C", "N", "H", "H", "H", "H", "O", "C", "C", "C", "C", "C", "C", "C", "N", "C", "C", "N", "H", "H", "H", "H", "H", "H", "H", "O", "P", "C", "C", "C", "C", "C", "C", "C", "C", "C", "C", "C", "C", "C", "C", "C", "C", "C", "C", "H", "H", "H", "H", "H", "H", "H", "H", "H", "H", "H", "H", "H", "H", "H"],
  "xyz": [[-0.35, -0.29, -0.16], [4.98, 0.41, 1.49], [4.21, -1.19, 1.13], [2.52, -0.90, 1.33], [1.48, -2.24, 1.03], [2.11, 0.27, 1.76], [0.75, 0.39, 1.73], [0.19, 1.15, 2.58], [-1.27, 1.23, 2.56], [-1.97, 1.71, 3.65], [-3.35, 1.59, 3.66], [-3.97, 1.00, 2.58], [-3.20, 0.58, 1.51], [-1.87, 0.70, 1.48], [5.73, 0.27, 2.26], [5.44, 0.79, 0.58], [4.21, 1.09, 1.83], [0.77, 1.65, 3.35], [-1.43, 2.15, 4.48], [-3.92, 1.94, 4.51], [-5.04, 0.86, 2.55], [-3.66, 0.15, 0.63], [-2.34, 0.99, -1.53], [-1.36, 2.31, -1.02], [-1.67, 3.67, -1.19], [-0.77, 4.62, -0.78], [0.45, 4.23, -0.20], [0.68, 2.89, -0.04], [-0.21, 1.95, -0.43], [-2.62, 3.93, -1.65], [-1.00, 5.67, -0.91], [1.18, 4.95, 0.11], [1.60, 2.52, 0.41], [-0.74, -1.49, -1.70], [-1.45, -2.57, -2.03], [-1.60, -2.92, -3.37], [-2.30, -4.05, -3.75], [-2.90, -4.86, -2.78], [-2.76, -4.51, -1.46], [-2.04, -3.38, -1.06], [-1.91, -3.07, 0.36], [-1.51, -1.93, 0.91], [-1.55, -2.12, 2.29], [-1.98, -3.37, 2.56], [-2.20, -3.96, 1.33], [-1.14, -2.30, -4.12], [-2.39, -4.30, -4.80], [-3.46, -5.74, -3.07], [-3.26, -5.13, -0.71], [-1.23, -1.37, 2.99], [-2.14, -3.88, 3.49], [-2.47, -4.91, 1.18], [1.50, -0.10, -1.24], [1.62, -0.22, -2.78], [1.63, -1.89, -3.45], [1.66, -2.06, -4.84], [1.78, -3.34, -5.37], [1.89, -4.43, -4.52], [1.89, -4.26, -3.15], [1.76, -2.98, -2.60], [3.28, 0.34, -3.26], [3.54, 0.91, -4.51], [4.85, 1.21, -4.87], [5.89, 0.95, -3.98], [5.63, 0.39, -2.74], [4.33, 0.08, -2.38], [0.54, 0.91, -3.66], [-0.39, 0.53, -4.61], [-1.10, 1.49, -5.32], [-0.86, 2.84, -5.08], [0.07, 3.22, -4.12], [0.79, 2.27, -3.43], [1.58, -1.21, -5.50], [1.79, -3.47, -6.44], [1.99, -5.43, -4.94], [1.99, -5.11, -2.48], [1.77, -2.84, -1.53], [2.74, 1.12, -5.20], [5.05, 1.64, -5.83], [6.91, 1.19, -4.27], [6.45, 0.18, -2.06], [4.12, -0.38, -1.42], [-0.59, -0.52, -4.79], [-1.83, 1.19, -6.06], [-1.41, 3.59, -5.63], [0.26, 4.27, -3.94], [1.54, 2.57, -2.71]]
}



Entry 4:
{
  "formula": "C21H41BClCrN6O8PS3",
  "method": "ωB97M-V/def2-TZVPD",
  "energy_ev": -131166.81403,
  "multiplicity": 5,
  "lumo_energy_ev": [0.23, -0.33],
  "relative_energy_kj_mol": 911.89,
  "symbols": ["Cr", "C", "N", "C", "C", "N", "B", "N", "C", "C", "N", "C", "C", "S", "C", "S", "H", "H", "H", "H", "H", "H", "H", "H", "H", "H", "H", "H", "O", "Cl", "O", "O", "O", "C", "C", "S", "O", "C", "C", "H", "H", "H", "H", "H", "H", "H", "H", "H", "H", "C", "C", "O", "P", "O", "C", "C", "O", "C", "C", "H", "H", "H", "H", "H", "H", "H", "H", "H", "H", "H", "H", "H", "H", "H", "N", "C", "C", "N", "C", "H", "H", "H", "H"],
  "xyz": [[0.56, -0.39, 0.41], [0.46, 2.25, -3.04], [1.71, 2.46, -2.34], [2.95, 2.61, -2.92], [3.85, 2.72, -1.92], [3.17, 2.66, -0.73], [3.79, 2.80, 0.67], [4.24, 1.37, 1.22], [5.06, 1.34, 2.32], [5.20, 0.06, 2.72], [4.45, -0.70, 1.85], [4.27, -2.13, 1.93], [3.87, 0.13, 0.92], [2.87, -0.50, -0.36], [1.86, 2.43, -0.99], [0.64, 2.09, 0.15], [0.63, 2.47, -4.10], [-0.30, 2.93, -2.65], [0.11, 1.23, -2.92], [3.08, 2.65, -3.99], [4.91, 2.90, -1.96], [2.99, 3.20, 1.47], [4.77, 3.50, 0.60], [5.47, 2.25, 2.73], [5.75, -0.38, 3.53], [4.63, -2.46, 2.90], [4.84, -2.63, 1.15], [3.22, -2.38, 1.82], [-1.91, 1.46, 0.36], [-2.37, 0.01, 0.36], [-4.92, -0.58, -1.30], [-0.03, -1.26, -1.29], [-0.62, -0.05, -1.00], [2.36, -4.18, -0.91], [0.86, -3.95, -1.00], [0.09, -3.91, 0.63], [0.18, -2.51, 1.20], [-1.62, -4.09, 0.06], [-2.00, -5.56, -0.03], [2.81, -4.09, -1.90], [2.57, -5.18, -0.52], [2.82, -3.43, -0.28], [0.37, -4.77, -1.53], [0.58, -3.01, -1.49], [-1.73, -3.55, -0.88], [-2.20, -3.54, 0.80], [-1.33, -6.11, -0.69], [-3.00, -5.65, -0.43], [-1.97, -6.04, 0.95], [-3.38, 3.80, -1.12], [-4.15, 3.06, -0.06], [-4.66, 1.79, -0.51], [-3.95, 0.50, -1.07], [-3.00, 0.91, -2.27], [-3.60, 1.10, -3.57], [-2.56, 1.77, -4.44], [-2.44, -1.47, 0.08], [-3.41, 0.13, 1.81], [-3.97, -1.17, 2.22], [-3.09, 4.78, -0.73], [-3.98, 3.96, -2.02], [-2.46, 3.27, -1.38], [-5.05, 3.60, 0.24], [-3.52, 2.90, 0.81], [-4.50, 1.71, -3.48], [-3.88, 0.12, -3.96], [-2.24, 2.71, -4.00], [-2.99, 1.98, -5.43], [-1.69, 1.12, -4.56], [-3.29, 1.05, 2.37], [-1.19, -0.23, 1.32], [-4.50, -1.05, 3.16], [-3.18, -1.92, 2.34], [-4.65, -1.56, 1.46], [0.48, 0.16, 4.51], [0.98, 1.39, 4.15], [1.33, 1.28, 2.85], [1.05, 0.00, 2.42], [0.52, -0.64, 3.44], [0.07, -0.08, 5.40], [1.04, 2.21, 4.84], [1.74, 2.02, 2.18], [0.18, -1.66, 3.41]]
}



Entry 5:
{
  "formula": "C3H7O2S",
  "method": "ωB97M-V/def2-TZVPD",
  "total_charge": -1,
  "energy_ev": -18153.73649,
  "lumo_energy_ev": [3.99, 4.04],
  "relative_energy_kj_mol": 277.69,
  "symbols": ["C", "C", "C", "O", "O", "S", "H", "H", "H", "H", "H", "H", "H"],
  "xyz": [[-0.77, 1.09, 0.66], [-1.09, -1.19, -0.50], [-0.50, 0.19, -0.51], [3.35, 1.14, -0.28], [2.98, -0.97, 0.97], [2.78, -0.23, -0.30], [-1.19, 2.05, 0.35], [-1.48, 0.63, 1.36], [0.14, 1.31, 1.22], [-2.18, -1.20, -0.30], [-0.62, -1.81, 0.26], [-0.93, -1.67, -1.47], [-0.49, 0.68, -1.47]]
}



Entry 6:
{
  "formula": "C43H57BGe2IN6O2S3Ti",
  "method": "ωB97M-V/def2-TZVPD",
  "energy_ev": -235988.11960,
  "multiplicity": 2,
  "lumo_energy_ev": [0.05, 0.36],
  "relative_energy_kj_mol": 0.00,
  "symbols": ["Ti", "C", "C", "C", "C", "N", "C", "C", "N", "B", "N", "C", "C", "N", "C", "S", "C", "C", "C", "C", "N", "C", "C", "N", "C", "S", "C", "C", "C", "C", "C", "S", "H", "H", "H", "H", "H", "H", "H", "H", "H", "H", "H", "H", "H", "H", "H", "H", "H", "H", "H", "H", "H", "H", "H", "H", "H", "H", "H", "H", "H", "H", "H", "H", "H", "H", "C", "Ge", "C", "C", "Ge", "C", "C", "C", "C", "C", "C", "C", "C", "C", "C", "C", "C", "H", "H", "H", "H", "H", "H", "H", "H", "H", "H", "H", "H", "H", "H", "H", "H", "H", "H", "H", "I", "C", "C", "C", "C", "C", "C", "C", "O", "O", "H", "H", "H", "H"],
  "xyz": [[0.56, -0.96, -0.90], [1.03, 4.07, -3.59], [2.32, 3.25, -3.57], [3.43, 4.07, -4.23], [2.17, 1.93, -4.31], [2.71, 2.97, -2.15], [3.92, 3.31, -1.57], [3.91, 2.81, -0.32], [2.70, 2.17, -0.13], [2.29, 1.47, 1.18], [1.04, 2.23, 1.80], [1.26, 3.59, 1.94], [0.26, 4.12, 2.66], [-0.59, 3.09, 2.99], [-0.12, 1.93, 2.45], [-0.89, 0.41, 2.57], [-1.76, 3.24, 3.93], [-1.50, 2.39, 5.17], [-1.86, 4.70, 4.35], [-3.07, 2.85, 3.25], [2.20, -0.10, 1.07], [2.21, -0.77, 2.29], [2.75, -1.98, 2.11], [3.07, -2.12, 0.78], [2.75, -0.95, 0.14], [3.05, -0.57, -1.50], [4.03, -3.18, 0.30], [3.68, -3.73, -1.09], [5.42, -2.57, 0.30], [3.96, -4.33, 1.30], [1.99, 2.27, -1.26], [0.43, 1.58, -1.42], [0.75, 4.26, -4.62], [0.21, 3.54, -3.11], [1.18, 5.02, -3.09], [3.13, 4.27, -5.26], [3.59, 5.02, -3.73], [4.38, 3.52, -4.27], [1.95, 2.13, -5.36], [3.09, 1.35, -4.26], [1.36, 1.33, -3.89], [4.67, 3.87, -2.08], [4.65, 2.84, 0.46], [3.22, 1.68, 1.94], [2.11, 4.07, 1.50], [0.09, 5.14, 2.95], [-0.55, 2.68, 5.64], [-2.30, 2.58, 5.89], [-1.47, 1.33, 4.95], [-0.97, 5.05, 4.87], [-2.06, 5.36, 3.50], [-2.71, 4.79, 5.03], [-3.26, 3.49, 2.39], [-3.88, 2.98, 3.96], [-3.06, 1.82, 2.91], [1.81, -0.31, 3.18], [2.85, -2.78, 2.82], [4.03, -3.08, -1.88], [4.17, -4.70, -1.18], [2.61, -3.88, -1.22], [5.48, -1.71, -0.36], [5.71, -2.27, 1.31], [6.14, -3.32, -0.05], [2.94, -4.72, 1.41], [4.58, -5.14, 0.92], [4.34, -4.06, 2.28], [-3.15, -1.74, -3.36], [-1.69, -0.56, -2.79], [-1.95, 1.16, -3.69], [-0.07, -1.33, -3.62], [-1.77, -0.05, -0.12], [-3.06, -1.38, 0.55], [-3.09, -2.70, 0.09], [-3.93, -3.65, 0.65], [-4.78, -3.30, 1.69], [-4.77, -2.00, 2.17], [-3.92, -1.05, 1.60], [-2.85, 1.56, -0.34], [-2.33, 2.83, -0.10], [-3.09, 3.97, -0.34], [-4.38, 3.86, -0.81], [-4.93, 2.61, -1.04], [-4.16, 1.47, -0.80], [-2.77, -2.51, -4.02], [-3.87, -1.14, -3.91], [-3.67, -2.22, -2.54], [-2.83, 1.08, -4.34], [-1.08, 1.38, -4.30], [-2.10, 1.98, -2.99], [-0.02, -1.04, -4.67], [-0.08, -2.42, -3.54], [0.90, -0.98, -3.22], [-2.44, -2.99, -0.73], [-3.93, -4.66, 0.26], [-5.43, -4.04, 2.13], [-5.43, -1.71, 2.98], [-3.94, -0.04, 1.99], [-1.31, 2.94, 0.26], [-2.66, 4.95, -0.15], [-4.97, 4.75, -1.00], [-5.94, 2.51, -1.40], [-4.61, 0.50, -0.99], [-0.66, -8.98, 2.33], [-0.39, -7.07, 1.57], [-0.62, -5.97, 2.39], [-0.44, -4.69, 1.87], [-0.03, -4.55, 0.56], [0.20, -5.64, -0.26], [0.02, -6.92, 0.25], [0.19, -3.17, -0.01], [0.49, -3.04, -1.23], [0.08, -2.15, 0.71], [-0.95, -6.11, 3.41], [-0.63, -3.82, 2.48], [0.51, -5.48, -1.28], [0.19, -7.79, -0.38]]
}



Entry 7:
{
  "formula": "C3H9NOS2",
  "method": "ωB97M-V/def2-TZVPD",
  "energy_ev": -28465.36115,
  "lumo_energy_ev": 0.59,
  "relative_energy_kj_mol": 7.53,
  "symbols": ["C", "C", "S", "S", "H", "H", "H", "H", "H", "H", "N", "C", "O", "H", "H", "H"],
  "xyz": [[0.44, 0.21, 2.10], [0.72, 1.32, 1.08], [1.86, 0.71, -0.20], [1.51, 2.00, -1.76], [1.34, 0.02, 2.69], [0.10, -0.68, 1.58], [-0.35, 0.55, 2.76], [1.15, 2.18, 1.59], [-0.21, 1.61, 0.58], [2.44, 2.93, -1.48], [-1.95, -1.65, -1.99], [-1.11, -2.02, -0.99], [-1.21, -1.68, 0.15], [-2.77, -1.11, -1.78], [-1.66, -1.71, -2.94], [-0.30, -2.66, -1.39]]
}



Entry 8:
{
  "formula": "C3H5NOS3",
  "method": "ωB97M-V/def2-TZVPD",
  "energy_ev": -39230.06586,
  "lumo_energy_ev": -0.93,
  "relative_energy_kj_mol": 500.19,
  "symbols": ["C", "C", "C", "H", "H", "H", "H", "H", "N", "O", "S", "S", "S"],
  "xyz": [[1.09, -0.21, 0.28], [-0.67, -0.98, -1.88], [-0.83, 1.10, 0.12], [0.17, -0.40, 3.37], [-0.75, -1.02, -3.01], [-0.61, -1.93, -1.42], [-1.65, 1.39, 0.96], [-0.30, 1.93, -0.28], [2.18, -0.15, 1.07], [0.04, 0.20, 0.88], [2.01, 0.37, 2.75], [1.14, -0.59, -1.48], [-1.82, 0.29, -1.35]]
}